Record 1
83
Properties=species:S:1:pos:R:3:forces:R:3:mulliken_charge:R:1 method="wB97M-V/def2-TZVPD" spin_multiplicity=1 fmax_ev_per_a=2.151 gap_ha=0.2388 charge=-1 homo_ev=-3.86 lumo_ev=2.64
C 0.53849 0.47107 0.55495 -1.295 0.884 0.569 0.099
O 0.35789 1.83500 0.65687 -0.020 -0.300 -0.926 -1.017
H -0.36809 0.01268 0.09525 0.212 -0.466 -0.357 -0.048
H 1.43046 0.12179 -0.00222 0.109 0.004 -0.048 0.007
H 0.54814 -0.00366 1.56060 0.407 -0.272 0.059 0.092
C -2.33252 3.82744 4.02195 -0.688 -0.535 0.040 -1.261
C -1.33098 4.10953 5.12502 -0.075 0.920 -0.143 0.591
C -0.55960 2.87416 5.58435 -1.071 0.394 -0.556 -0.685
O 0.22129 2.38146 4.52458 0.371 0.136 1.289 -0.233
C 0.57892 1.03744 4.70368 0.423 -0.793 -1.525 -0.558
N -0.40563 5.17377 4.67226 0.273 -0.061 0.616 -0.735
H -3.20039 3.26810 4.39630 0.287 -0.305 0.206 0.246
H -1.88248 3.24522 3.21815 0.029 0.226 -0.137 0.213
H -2.82814 4.71429 3.62184 0.549 0.260 -0.108 0.407
H -1.85495 4.49917 6.01061 -0.235 -0.387 0.112 0.257
H -1.31580 2.13134 5.86739 -0.029 -0.157 0.074 0.280
H -0.04330 3.14943 6.51208 0.679 -0.227 -0.136 0.364
H 1.15303 0.71714 5.58061 -0.311 0.685 0.517 0.345
H 1.24150 0.79423 3.86841 -0.113 0.116 -0.103 0.183
H -0.29163 0.38726 4.56654 -0.108 -0.024 0.330 0.105
H 0.24102 5.33633 5.44446 0.210 -0.072 -0.252 0.246
H -0.91227 6.05301 4.61843 -0.166 -0.142 -0.261 0.236
C -0.55687 -2.84278 -5.40228 -0.690 0.135 -0.078 -1.597
C 0.40171 -2.64984 -4.24506 -0.348 -0.725 0.275 1.941
C 0.12414 -3.70203 -3.15795 0.483 -0.938 -0.259 -0.652
O -1.14492 -3.59129 -2.54219 0.098 0.197 0.198 -0.423
C -1.19791 -2.50537 -1.64616 0.725 0.726 0.720 -0.179
N 1.76012 -2.77088 -4.74671 0.606 0.347 0.009 -0.736
H -0.48649 -3.80735 -5.90900 0.340 -0.146 0.299 0.397
H -0.40858 -2.09261 -6.18281 -0.070 0.170 0.151 0.379
H -1.57176 -2.76891 -5.00152 -0.058 0.150 -0.248 0.319
H 0.14987 -1.69535 -3.77231 0.364 0.203 -0.167 -0.789
H 0.94058 -3.76286 -2.42480 -0.070 0.654 0.303 0.120
H 0.16400 -4.71521 -3.57027 -0.257 0.104 -0.437 0.362
H -0.43796 -2.54383 -0.85037 0.168 -0.463 -0.195 0.021
H -2.12831 -2.44780 -1.08451 -0.344 -0.208 -0.564 0.323
H -0.97620 -1.55303 -2.13593 -0.453 0.055 -0.077 0.015
H 2.49890 -2.82156 -4.04782 -0.317 -0.107 0.299 0.172
H 2.01201 -1.92193 -5.24538 -0.204 -0.118 -0.241 0.312
C 5.79878 -1.27978 -2.19738 0.219 -0.152 -0.014 -1.501
C 4.95835 -2.50545 -1.88092 0.298 -0.654 0.178 0.347
C 3.89777 -2.23064 -0.83594 -0.017 0.633 -0.141 -0.264
O 3.27440 -3.40937 -0.37331 0.199 -0.325 -0.029 -0.420
C 2.36674 -3.09490 0.66621 -0.643 1.202 -0.557 -0.386
N 4.49737 -3.11078 -3.15431 -0.125 0.421 0.977 -0.697
H 5.27624 -0.40997 -2.59645 -0.413 -0.065 0.373 0.302
H 6.50030 -1.53538 -2.99608 0.236 -0.100 0.203 0.421
H 6.35605 -1.03624 -1.29164 0.077 0.376 -0.199 0.402
H 5.62371 -3.22764 -1.38243 0.165 0.069 -0.032 0.269
H 3.20490 -1.46831 -1.21800 -0.452 -0.297 -0.037 -0.011
H 4.36642 -1.76063 0.03654 0.304 0.145 -0.094 0.422
H 2.76947 -2.36609 1.37867 0.412 -0.316 0.165 0.374
H 1.97837 -3.96427 1.18514 0.250 -0.274 -0.219 0.309
H 1.54662 -2.52769 0.20897 -0.315 -0.238 0.180 -0.088
H 4.12486 -4.02989 -2.93047 0.060 -0.032 -0.230 0.231
H 5.37242 -3.22888 -3.65095 -0.273 -0.373 -0.460 0.233
C -0.44286 1.20905 -3.49788 0.421 -0.145 -0.868 -0.243
C 0.82694 1.88019 -2.96092 -1.739 0.066 1.264 0.034
O 0.42344 2.92708 -2.07397 0.494 -0.118 -0.653 -0.586
H -0.14121 0.35946 -4.12199 -0.238 -0.145 0.063 0.149
H -0.99225 1.88498 -4.15789 0.116 0.177 0.043 0.371
H -1.16132 0.89784 -2.74175 0.360 -0.107 0.250 -0.256
H 1.40500 2.24565 -3.80891 0.271 0.188 0.196 0.354
H 1.37845 1.18581 -2.32220 0.406 -0.314 -0.569 -0.108
H 0.37249 2.48077 -1.19943 -0.022 0.446 0.741 0.311
C -3.03817 0.37157 2.48552 0.326 -0.217 -0.428 -0.334
C -3.14034 -0.39068 3.79570 -0.720 0.985 -0.279 -0.204
O -4.51716 -0.45292 4.20136 -0.103 -0.513 0.225 -0.584
H -2.02076 0.67041 2.21936 0.036 0.034 0.214 -0.102
H -3.64070 1.28039 2.51566 0.127 0.091 0.154 0.174
H -3.40435 -0.19765 1.62800 -0.108 -0.190 0.168 0.321
H -2.59958 0.16912 4.56594 0.308 -0.350 0.029 0.076
H -2.80701 -1.42352 3.72428 0.165 0.064 0.082 0.318
H -4.82634 0.44540 4.34271 0.062 0.064 -0.101 0.312
C -4.52335 1.77939 -0.56899 -0.155 -0.396 0.473 -1.381
C -3.03202 2.03611 -0.76642 -0.256 0.802 -0.046 0.532
O -2.40295 2.61498 0.35035 -0.456 -0.358 0.275 -0.531
H -4.85857 1.10708 -1.36254 -0.183 0.280 -0.193 0.364
H -5.11686 2.69478 -0.55230 0.098 0.071 -0.267 0.322
H -4.78732 1.26461 0.35921 0.407 -0.037 0.073 0.290
H -2.97634 2.78646 -1.56736 0.220 -0.423 -0.419 0.365
H -2.54561 1.10900 -1.08377 0.093 0.041 0.052 -0.334
H -1.47128 2.30700 0.39355 0.676 0.066 0.211 0.310

Record 2
12
Properties=species:S:1:pos:R:3:forces:R:3:mulliken_charge:R:1 method="wB97M-V/def2-TZVPD" spin_multiplicity=1 fmax_ev_per_a=9.205 gap_ha=0.3280 homo_ev=-9.31 lumo_ev=-0.38
C 0.89821 -0.81162 0.86533 5.042 -7.238 2.631 -0.369
C 0.20869 -1.31856 -0.36608 1.433 0.054 0.837 -0.081
C -1.81420 1.39057 -0.61625 5.651 1.044 -1.181 -0.311
H 0.96318 0.86661 0.81503 -3.255 5.319 -2.092 0.393
H 0.36015 -1.13929 1.72327 -1.552 0.012 0.679 0.308
H 1.76151 -1.65310 1.06929 -1.563 1.536 -0.775 0.242
H 0.21374 -2.33844 -0.87838 0.400 1.193 1.496 0.371
H -1.80092 2.58755 -0.38278 -0.300 -3.309 -0.284 0.235
H -2.61691 0.99708 -1.35805 1.434 0.131 1.875 0.279
N -0.53362 -0.51008 -0.91027 -2.860 2.616 -3.577 -0.410
N -0.49912 0.84078 -0.48588 -6.981 1.050 -0.095 -0.211
O 1.57402 0.35029 1.18583 2.550 -2.409 0.487 -0.445

Record 3
77
Properties=species:S:1:pos:R:3:forces:R:3:mulliken_charge:R:1 method="wB97M-V/def2-TZVPD" spin_multiplicity=1 fmax_ev_per_a=2.622 gap_ha=0.3369 homo_ev=-9.25 lumo_ev=-0.08
O -1.66754 3.74614 0.24128 0.080 0.043 0.160 -0.541
H -1.28694 4.62372 0.27596 0.256 0.416 -0.106 0.238
H -2.36057 3.75886 0.90142 -0.273 -0.171 0.191 0.214
O 2.30726 4.33696 1.29905 0.151 0.286 0.410 -0.660
H 1.64577 3.65738 1.42876 -0.305 -0.783 -0.043 0.422
H 2.11868 4.98762 1.97531 0.123 0.276 0.066 0.281
O 0.11585 1.88199 4.30313 -0.259 0.022 -0.154 -0.558
H 0.92401 1.40115 4.48172 0.268 -0.182 -0.024 0.299
H 0.01856 2.47339 5.04947 -0.021 0.173 0.197 0.273
O -1.83813 2.67125 -2.29559 0.081 0.091 -0.623 -0.658
H -1.81542 3.14649 -1.46501 -0.267 0.140 0.327 0.390
H -2.45287 1.95326 -2.14454 -0.087 -0.346 0.310 0.270
O 3.39220 -2.31166 2.26818 0.420 0.394 0.265 -0.690
H 3.55618 -2.45739 1.33646 0.052 -0.019 -0.274 0.412
H 2.46034 -2.49964 2.38013 -0.270 -0.289 0.448 0.358
O 2.62369 4.32944 -1.42736 0.477 0.393 -0.200 -0.697
H 2.00954 3.77537 -1.90910 -0.441 -0.352 -0.501 0.473
H 2.47720 4.10703 -0.50796 0.139 0.198 0.332 0.379
O 0.84411 2.58141 -2.73007 0.569 0.573 -0.235 -0.836
H 0.15715 2.42130 -2.08302 -0.541 -0.171 -0.149 0.258
H 1.39087 1.79635 -2.69889 -0.189 -0.410 0.016 0.492
O 1.13312 -3.70593 2.99858 0.129 -0.160 0.184 -0.661
H 0.41196 -3.90887 3.59437 -0.181 0.091 0.203 0.304
H 0.74298 -3.75046 2.12562 -0.202 -0.036 -0.404 0.248
O -0.88609 -2.39004 0.99848 -0.118 -0.151 0.366 -0.574
H -0.26199 -2.67272 0.33004 0.400 0.069 -0.379 0.165
H -1.64568 -2.95893 0.87351 -0.185 -0.378 -0.177 0.233
C -4.78878 1.49097 -0.89901 -0.219 1.275 -0.540 -0.159
C -5.25960 1.41252 -2.36903 2.418 -0.547 0.854 -0.578
O -5.57151 0.06631 -2.56455 -1.744 -1.187 -0.683 -0.570
O -3.56348 0.85770 -0.71342 0.956 -0.448 -1.045 -0.303
H -5.49977 1.00637 -0.22987 -0.605 0.361 -0.225 0.382
H -4.67080 2.55698 -0.70458 -0.216 0.341 0.569 0.226
H -4.45559 1.49282 -3.10061 0.698 1.300 0.492 0.263
H -5.91581 2.24129 -2.63485 -1.022 -0.734 0.148 0.346
H -4.77350 -0.31830 -2.93451 -0.270 -0.266 0.080 0.338
H -3.36626 0.63666 0.19973 0.047 -0.242 0.294 0.080
C -3.64732 -0.61022 3.91205 -0.647 0.335 -0.673 -0.462
C -3.90644 -0.72630 2.42182 1.039 -0.657 -0.100 -0.515
O -2.68179 -0.45264 1.72835 -0.942 0.743 -0.036 -0.050
O -2.77573 -1.60208 4.37876 0.308 -0.500 -0.038 -0.537
H -4.60141 -0.67997 4.43447 -0.158 0.315 0.214 0.412
H -3.16015 0.35934 4.01564 -0.289 0.306 0.300 0.250
H -4.69038 -0.03558 2.11127 0.166 0.257 0.031 0.252
H -4.21752 -1.71497 2.08440 -0.376 -0.230 0.449 0.438
H -2.16319 -1.26051 1.72515 0.478 0.174 -0.112 0.055
H -2.44578 -1.27698 5.21963 0.215 -0.232 0.044 0.315
C 2.95139 0.13961 -3.09760 -0.177 0.153 0.814 -0.081
C 3.37984 -0.50963 -4.41851 -0.517 0.847 1.545 -0.788
O 3.66849 -1.86777 -4.19489 -0.034 -0.693 -0.319 -0.491
O 1.65789 -0.19189 -2.55614 0.421 -0.319 -1.741 -0.634
H 3.01591 1.22721 -3.13014 0.326 0.187 -0.504 0.443
H 3.67433 -0.17548 -2.34515 0.406 -0.048 -0.093 0.194
H 4.31698 0.00569 -4.62901 -0.043 -0.125 -0.543 0.322
H 2.62780 -0.38215 -5.19715 0.151 0.164 -0.171 0.322
H 2.83014 -2.32710 -4.28315 -0.003 -0.217 0.073 0.312
H 1.75320 -0.12315 -1.60336 -0.266 -0.114 0.675 0.561
C 0.15405 0.93469 1.06276 -0.058 -2.056 -1.192 -0.379
C 1.29104 -0.05455 1.25003 -0.639 0.232 1.071 -0.841
O 1.72514 -0.64766 0.03883 -0.397 0.261 0.005 -0.346
O 0.66574 2.13504 0.58714 0.245 1.203 0.574 -0.619
H -0.52107 0.90668 1.91806 0.504 0.810 0.587 0.371
H -0.51083 0.57863 0.27583 -0.064 -0.652 -0.256 0.343
H 0.91531 -0.80908 1.94113 0.037 -0.347 -0.077 0.313
H 2.11289 0.43533 1.77222 0.168 0.161 -0.154 0.502
H 2.59969 -1.02570 0.15648 0.355 -0.080 0.196 0.078
H -0.12059 2.65338 0.40110 -0.119 0.550 -0.248 0.268
C 3.65348 -3.46602 -1.11583 -1.663 0.011 -1.049 -0.596
C 2.09548 -3.50418 -1.27315 2.054 0.163 -0.382 -0.016
O 1.58475 -4.20617 -0.17029 -0.903 0.107 0.431 -0.440
O 4.02566 -2.28987 -0.41346 0.467 -0.091 -0.225 -0.615
H 4.08644 -3.46877 -2.11614 0.333 -0.026 0.037 0.398
H 4.02110 -4.27484 -0.48435 -0.279 -0.630 -0.444 0.506
H 1.78301 -4.01232 -2.18543 0.243 -0.019 -0.263 0.307
H 1.77151 -2.46701 -1.35925 -0.376 -0.167 0.395 -0.045
H 1.91936 -5.08863 -0.34612 -0.292 -0.341 0.617 0.327
H 4.91243 -2.56120 -0.16524 0.480 0.993 0.417 0.304

Record 4
50
Properties=species:S:1:pos:R:3:forces:R:3:mulliken_charge:R:1 method="wB97M-V/def2-TZVPD" spin_multiplicity=1 fmax_ev_per_a=4.345 gap_ha=0.3052 smiles="CCN(CC)Cc1ccc(-c2cc(S(=O)(=O)CC)ccc2OC)[nH]1" homo_ev=-7.94 lumo_ev=0.37
O -2.01618 2.12896 -2.97659 -1.763 -2.880 1.092 -0.684
O -3.75259 0.76662 -4.02586 -1.553 -0.464 -0.633 -0.654
O -1.06899 -3.99469 -0.34129 -0.996 -0.263 0.584 -0.463
C 1.86356 -2.20917 -1.27444 1.297 -0.046 1.094 -0.346
C 3.05047 -1.79237 -0.51799 -2.739 -0.409 -1.381 -1.138
C 0.77462 -1.62944 -0.68744 1.029 -1.416 -0.907 -0.523
C 2.63998 -0.94892 0.45319 -0.390 0.771 0.155 0.263
C -2.73982 -2.79375 -1.48715 -0.448 -1.557 -0.220 -0.659
C -3.23787 -1.68665 -2.01957 0.739 3.496 -1.014 -0.704
C -1.10528 -0.63811 -1.79999 0.090 -1.060 -1.383 -0.235
C -1.44352 -2.91810 -1.09164 1.479 0.331 1.698 0.586
C -0.59662 -1.85401 -1.23092 0.331 3.476 0.538 0.574
C -2.41130 -0.53644 -2.23497 0.501 -0.780 0.969 -0.650
N 1.24141 -0.81130 0.33561 -1.557 1.112 0.875 0.195
N 2.79896 1.16264 1.58864 -0.812 0.487 2.710 0.410
C -1.79548 -4.09882 0.92325 -0.019 -1.495 0.009 -0.798
C 3.41532 -0.15887 1.48993 0.750 -0.108 0.690 -0.783
C 1.26265 0.95390 3.51752 1.898 -0.911 0.660 -1.204
C 4.32305 3.07578 0.79644 -1.934 0.206 0.962 -1.081
C -4.85720 2.81929 -1.70451 1.464 -0.794 -0.390 -1.190
C 2.52727 1.63508 2.96171 0.148 -0.212 0.527 -0.584
C 3.09438 2.18924 0.63354 0.297 -1.339 -0.972 -1.140
C -4.06614 1.47372 -1.35876 -2.817 0.729 -3.226 -0.636
S -3.04085 1.03354 -2.82681 2.770 2.632 0.841 1.371
H 1.88193 -2.90797 -2.10886 -0.205 0.247 0.296 0.480
H 3.98178 -2.07945 -0.86826 1.868 -0.292 0.107 0.511
H -3.34899 -3.65148 -1.37380 -0.726 -0.684 0.208 0.644
H -4.24244 -1.58728 -2.25743 -1.811 -0.158 -0.557 0.535
H -0.37543 0.08573 -2.15017 -0.127 0.396 0.684 0.570
H 0.62663 -0.03861 0.77825 1.926 -1.962 -0.844 0.272
H -2.88717 -3.86433 0.99802 0.787 0.133 -1.034 0.345
H -1.30741 -3.47717 1.66395 0.306 0.010 0.171 0.273
H -1.73431 -5.18641 1.17646 0.209 1.002 0.062 0.279
H 3.52135 -0.78530 2.48023 -0.817 1.593 -1.473 0.332
H 4.49313 0.02281 1.25906 -0.539 -0.727 -0.562 0.240
H 0.48629 1.08982 2.83815 -1.599 0.426 -1.102 0.294
H 1.41442 -0.16048 3.59751 -0.072 1.091 0.130 0.234
H 1.00804 1.38555 4.47843 -0.172 -0.170 0.264 0.437
H 5.03792 2.44287 1.27066 1.266 -0.082 -0.105 0.284
H 4.00564 3.82287 1.52825 0.541 0.291 -0.017 0.292
H 4.57517 3.57194 -0.13693 0.417 -0.216 0.090 0.385
H -4.04915 3.48398 -1.88558 0.632 1.033 -0.636 0.358
H -5.34183 3.29712 -0.87490 -0.660 -0.426 0.550 0.392
H -5.49217 2.79948 -2.62708 0.536 -0.435 1.013 0.297
H 3.36959 1.30582 3.58315 0.042 0.296 0.263 0.330
H 2.45681 2.76829 3.12959 0.078 -1.526 -0.930 0.353
H 2.17481 2.70046 0.52608 -0.810 1.261 -0.179 0.602
H 3.17182 1.63008 -0.27198 0.226 -0.276 -1.144 0.452
H -4.84098 0.71136 -1.36497 0.265 -0.544 0.477 0.388
H -3.44529 1.45216 -0.50971 0.674 0.216 0.992 0.495